1.
ORCA calculation (ωB97M-V/def2-TZVPD) on C4H11Cl2FNOPd as an isolated structure in a non-equilibrium geometry.

Properties
Molar mass (g/mol): 285.5
Total charge: -1
Expectation value of S²: 2.00
HOMO energy (spin up / spin down) (eV): -4.45 / -5.02
Orbital gap (spin up / spin down) (eV): 7.36 / 7.90
Relative energy (zero: lowest compared OMol25 entry of this formula, charge and spin) (kcal/mol): 0.0
Spin multiplicity: 3

Geometry (Å):
Pd -1.80652 1.08209 -0.47824
Cl -2.44103 -0.69916 -2.04581
Cl -3.60458 1.67717 1.18778
F -1.67062 2.76806 -1.61823
C 0.94815 -1.55791 1.90269
C 0.45697 -0.33881 1.12630
C 0.87454 -0.41097 -0.32320
O 0.41735 0.77866 -0.95242
C 0.93138 1.05062 -2.23496
N -1.01011 -0.15438 1.19073
H 0.51206 -1.58949 2.89797
H 2.03848 -1.54130 2.00052
H 0.71246 -2.47680 1.35629
H 0.89819 0.55527 1.57453
H 0.39492 -1.28591 -0.79079
H 1.96007 -0.51978 -0.42716
H 0.46264 0.40289 -2.98283
H 2.02263 0.93506 -2.24267
H 0.66770 2.08223 -2.45519
H -1.48580 -1.05412 1.25138
H -1.27888 0.29659 2.06331

---

2.
ORCA calculation (ωB97M-V/def2-TZVPD) on C4H11ClGaILa as an isolated structure in a non-equilibrium geometry.

Properties
Molar mass (g/mol): 430.1
Total charge: -1
HOMO energy (eV): -4.22
Orbital gap (eV): 6.88

Geometry (Å):
La 0.24716 0.23101 0.39942
Cl -0.32596 2.14873 -1.41909
C -2.03143 -0.22670 0.81508
H -2.07800 -0.71856 1.79766
H -2.54509 -0.83937 0.06886
H -2.52066 0.75766 0.87245
Ga 0.56801 0.09047 -2.92640
C 2.38422 0.77860 -3.27495
C -0.73449 0.09820 -4.40653
C 0.48959 -1.29464 -1.54812
H -1.19339 -0.89522 -4.47162
H -1.52163 0.84654 -4.25114
H -0.21651 0.31100 -5.35138
H 3.10952 0.04104 -2.91601
H 2.51342 0.90795 -4.35726
H 2.56626 1.73801 -2.77470
H -0.35120 -2.02248 -1.62698
H 1.40936 -1.90640 -1.39116
I 2.52992 0.14287 2.40956

---

3.
ORCA calculation (ωB97M-V/def2-TZVPD) on C4H11ClMnNO3Pm as an isolated structure in a non-equilibrium geometry.

Properties
Molar mass (g/mol): 356.5
Total charge: 0
Expectation value of S²: 15.95
HOMO energy (spin up / spin down) (eV): -5.89 / -7.03
Orbital gap (spin up / spin down) (eV): 4.14 / 5.32
Relative energy (zero: lowest compared OMol25 entry of this formula, charge and spin) (kcal/mol): 40.3
Spin multiplicity: 8

Geometry (Å):
Pm -1.08297 1.13446 1.94168
Cl -0.89479 -0.56153 -0.16161
C 0.67675 0.01214 3.04026
H 0.69474 0.84054 3.72954
H 1.68894 -0.33745 2.76359
H 0.02707 -0.80310 3.25043
Mn 0.66148 -0.32375 -1.74049
C 1.49057 -1.97044 -1.46109
C -0.50919 0.06566 -3.14838
C 2.08957 0.49243 -2.45788
H -0.81944 1.06274 -2.81812
H 0.01341 0.12056 -4.11175
H -1.38156 -0.58489 -3.20141
H 1.99200 -1.78219 -0.50818
H 0.79229 -2.79547 -1.33857
H 2.22797 -2.19094 -2.24151
H 3.09147 0.04886 -2.35365
H 1.95000 1.21809 -3.27539
O -4.11162 1.13144 4.21240
N -3.20459 1.57875 3.58844
O -2.15374 2.14221 4.08257
O -3.23836 1.50189 2.20913

---

4.
ORCA calculation (ωB97M-V/def2-TZVPD) on a 3-piece molecular cluster, C4H11ClN2O overall in a non-equilibrium geometry.

Properties
Molar mass (g/mol): 138.6
Total charge: 0
HOMO energy (eV): -8.65
Orbital gap (eV): 9.51
Relative energy (zero: lowest compared OMol25 entry of this formula, charge and spin) (kcal/mol): 39.3

Geometry (Å):
C -0.00409 -1.04636 -1.56320
C -0.25522 -2.42980 0.49467
C 0.78321 -1.80978 -0.41495
C -1.12395 1.61142 0.51118
N -0.46574 1.95742 1.65352
N -1.16815 2.61267 -0.36092
O 1.99099 -1.63417 -0.10187
Cl 2.75056 1.25239 -0.15033
H -0.64935 -1.70124 -2.09813
H 0.64654 -0.49933 -2.24127
H -0.55719 -0.32592 -1.01202
H -1.09643 -1.81257 0.70817
H -0.02222 -2.76947 1.45510
H -0.52495 -3.46796 0.00928
H -0.20717 2.84282 2.07750
H -0.46275 1.35265 2.49403
H -0.96118 3.59170 -0.12358
H -1.25519 2.29059 -1.25989
H 2.58229 -0.01506 -0.07730